Density functional theory data (ωB97M-V/def2-TZVPD) for a structure of composition C15H42ClINO10S8.

Geometry as XYZ:
```
78
Properties=species:S:1:pos:R:3:forces:R:3
C -5.9069 3.0666 -1.4669 0.1 0.4 -0.2
C -5.1136 4.3560 -1.6755 -0.5 -0.8 0.0
C -3.6300 4.1132 -1.4827 0.0 0.5 0.0
Cl -2.7705 4.1955 -3.0380 0.1 0.0 -0.3
S -2.8855 5.3084 -0.3085 0.7 -0.5 -0.4
O -3.7446 6.4401 -0.2356 -1.1 0.9 0.3
O -1.5784 5.5913 -0.7894 1.5 -0.2 -0.2
N -2.7385 4.4764 1.0622 -0.8 0.1 0.3
S -3.9702 4.7202 2.0399 0.5 -0.1 -0.1
O -3.8176 5.8304 2.9112 0.5 0.9 0.9
O -5.2604 4.5889 1.4534 -0.9 -0.6 -0.6
I -3.7433 2.7957 3.5579 0.1 -0.3 0.0
H -5.7224 2.3655 -2.2734 0.2 -0.3 -0.1
H -6.9656 3.2966 -1.4817 -0.3 0.0 0.1
H -5.6417 2.6264 -0.5172 -0.1 -0.3 0.3
H -5.2738 4.6777 -2.6930 0.0 0.4 -0.2
H -5.4824 5.1050 -0.9920 0.1 0.3 0.1
H -3.4325 3.1267 -1.0997 0.1 -0.3 0.3
C 1.1426 1.9060 -4.6090 0.1 0.1 0.0
S 0.4622 1.0395 -3.1877 0.1 -0.2 0.1
O -0.9361 1.4917 -3.0222 -0.1 -0.1 -0.1
C 1.4254 1.9083 -1.9490 0.2 0.2 0.0
H 0.6342 1.5365 -5.4968 0.0 0.0 0.0
H 0.9655 2.9761 -4.5005 0.0 0.0 0.0
H 2.2103 1.6960 -4.6803 0.0 0.0 0.0
H 1.2304 2.9791 -2.0208 -0.1 0.0 0.0
H 2.4820 1.6919 -2.1012 0.0 -0.1 0.0
H 1.1129 1.5458 -0.9714 -0.1 0.0 0.0
C -3.3366 -1.2616 1.0268 0.2 0.0 0.0
S -5.0843 -1.2789 0.6373 0.1 -0.1 0.0
O -5.6238 0.0724 0.9274 -0.1 0.1 0.0
C -5.5401 -2.3227 2.0303 -0.1 -0.1 0.1
H -2.8404 -0.6217 0.2979 -0.1 0.0 0.0
H -3.1865 -0.8627 2.0298 -0.1 0.0 0.0
H -2.9388 -2.2757 0.9525 0.0 0.0 0.0
H -5.2273 -1.8415 2.9572 0.0 0.1 0.0
H -5.0607 -3.2960 1.9228 0.0 0.0 0.0
H -6.6220 -2.4406 2.0191 0.0 0.0 0.0
C 0.2403 -1.3118 4.9886 0.1 0.0 0.0
S -1.3664 -0.5390 5.2308 0.0 0.1 0.2
O -2.0779 -0.6164 3.9330 0.1 -0.1 0.0
C -0.7368 1.1354 5.4099 0.1 0.1 0.0
H 0.0764 -2.3736 4.8156 0.0 0.0 0.0
H 0.7302 -0.8665 4.1223 0.0 0.0 0.0
H 0.8466 -1.1748 5.8840 0.0 0.0 0.0
H -0.1747 1.4164 4.5197 -0.1 0.0 -0.1
H -0.1003 1.1836 6.2946 0.0 -0.1 0.0
H -1.5795 1.8136 5.5307 0.0 -0.1 -0.1
C 6.2430 -0.8319 -0.5826 0.1 0.0 0.0
S 4.5885 -0.1390 -0.4791 -0.1 -0.1 0.1
O 3.9938 -0.2521 -1.8367 0.1 0.0 -0.1
C 5.1010 1.5686 -0.2632 0.1 0.1 0.0
H 6.1430 -1.9007 -0.7595 -0.1 0.0 0.0
H 6.7822 -0.3667 -1.4078 0.0 0.0 0.0
H 6.7647 -0.6649 0.3596 0.0 0.0 0.0
H 5.7155 1.8745 -1.1099 0.0 0.0 0.0
H 5.6570 1.6630 0.6692 0.0 0.0 0.0
H 4.2039 2.1821 -0.2166 0.0 0.0 0.0
C 0.1472 -2.2659 -0.5705 0.1 0.3 -0.1
S 0.0518 -3.9244 0.0901 0.1 0.0 -0.1
O -1.3504 -4.1207 0.5361 -0.2 -0.1 0.1
C 1.0290 -3.5886 1.5602 0.1 0.0 0.1
H -0.4438 -2.2275 -1.4829 0.0 0.0 0.0
H -0.2573 -1.5601 0.1558 0.0 0.0 0.0
H 1.1866 -2.0251 -0.7997 0.0 0.0 0.0
H 0.5552 -2.7910 2.1336 -0.1 0.0 0.0
H 2.0387 -3.3048 1.2635 0.0 0.0 0.0
H 1.0646 -4.5007 2.1519 0.0 0.0 0.0
C 4.7473 -4.4916 -3.2538 0.0 0.1 0.0
S 5.1744 -5.9046 -2.2292 -0.1 0.0 -0.1
O 4.6452 -5.6315 -0.8697 0.0 0.1 0.1
C 6.9416 -5.5764 -2.1751 0.1 0.1 0.0
H 3.6667 -4.4842 -3.3747 0.0 0.0 0.0
H 5.0674 -3.5715 -2.7648 0.0 0.0 0.0
H 5.2246 -4.5936 -4.2283 0.0 0.0 0.0
H 7.1156 -4.5843 -1.7586 0.0 0.0 0.0
H 7.3540 -5.6467 -3.1816 0.0 0.0 0.0
H 7.3998 -6.3293 -1.5382 0.0 0.0 0.0
```
Forces are in eV/Å.

For the largest force on an atom, the calculation gives 0.0294 Eh/bohr. Its net charge is -1. The LUMO energy comes out at 1.4 eV. The HOMO-LUMO gap comes out at 7.2 eV. Its molar mass is 815.39 Da. As for the spin multiplicity: 1.